{
  "formula": "C52H128N16O25",
  "method": "ωB97M-V with the def2-TZVPD basis set",
  "symbols": ["C", "C", "O", "N", "H", "H", "C", "H", "H", "H", "H", "H", "H", "C", "C", "O", "N", "H", "H", "C", "H", "H", "H", "H", "H", "H", "C", "C", "O", "N", "H", "H", "C", "H", "H", "H", "H", "H", "H", "C", "C", "O", "N", "H", "H", "C", "H", "H", "H", "H", "H", "H", "C", "C", "O", "N", "H", "H", "C", "H", "H", "H", "H", "H", "H", "C", "C", "C", "C", "N", "C", "C", "C", "C", "C", "H", "H", "H", "H", "H", "H", "H", "H", "H", "H", "H", "H", "H", "H", "H", "H", "H", "H", "H", "H", "C", "C", "C", "C", "N", "C", "C", "C", "C", "C", "H", "H", "H", "H", "H", "H", "H", "H", "H", "H", "H", "H", "H", "H", "H", "H", "H", "H", "H", "H", "C", "C", "C", "C", "N", "C", "C", "C", "C", "C", "H", "H", "H", "H", "H", "H", "H", "H", "H", "H", "H", "H", "H", "H", "H", "H", "H", "H", "H", "H", "C", "N", "C", "C", "C", "C", "O", "H", "H", "H", "H", "H", "H", "H", "H", "H", "H", "H", "H", "H", "H", "C", "N", "C", "C", "C", "C", "O", "H", "H", "H", "H", "H", "H", "H", "H", "H", "H", "H", "H", "H", "H", "N", "O", "O", "O", "N", "O", "O", "O", "N", "O", "O", "O", "N", "O", "O", "O", "N", "O", "O", "O", "N", "O", "O", "O"],
  "positions_angstrom": [[0.49608, 4.89596, -8.85197], [1.59250, 5.28940, -7.79790], [1.86834, 4.58249, -6.86809], [2.22526, 6.41448, -8.10336], [3.27253, 4.12460, -5.78513], [1.84287, 6.96857, -8.81986], [3.04667, 7.20881, -7.18019], [-0.04200, 5.79836, -9.23380], [-0.14603, 4.15134, -8.39668], [1.04221, 4.32429, -9.60437], [2.50069, 8.07893, -6.84135], [3.89070, 7.46088, -7.71926], [3.33396, 6.62679, -6.34765], [2.11145, 7.77610, -1.54973], [3.42920, 7.48040, -1.07514], [4.35694, 8.19345, -1.09687], [3.71741, 6.01712, -0.56714], [2.95953, 5.55285, -0.06162], [3.71844, 5.44155, -1.43383], [4.97551, 5.80103, 0.19959], [2.23973, 8.70648, -1.97704], [1.44069, 7.89038, -0.70310], [1.87790, 6.90885, -2.15729], [5.79452, 6.01036, -0.47548], [5.00060, 4.76300, 0.42572], [4.98125, 6.50423, 1.05990], [-0.36224, 4.39659, -4.21556], [0.21634, 4.25415, -2.87091], [0.89150, 3.31408, -2.50093], [-0.10854, 5.18986, -1.88872], [-2.73260, 0.25674, -4.09488], [0.15362, 5.01589, -0.88020], [-0.93570, 6.42326, -2.13043], [-0.08071, 5.37938, -4.61449], [-1.46677, 4.45673, -4.12569], [-0.20251, 3.57417, -4.92695], [-0.49344, 7.20814, -2.72382], [-1.03512, 6.85405, -1.12516], [-1.90154, 6.18347, -2.60415], [-0.28752, 4.90663, 8.24854], [-0.46015, 4.96240, 6.72739], [-0.94465, 4.07089, 6.06653], [0.02024, 6.14285, 6.23605], [0.13911, 6.86113, 6.96978], [-0.56227, 2.58381, 5.62216], [-0.08591, 6.60349, 4.86012], [0.07405, 3.91574, 8.55514], [-1.31455, 5.04753, 8.59589], [0.23586, 5.76279, 8.62360], [0.40720, 7.55276, 4.83280], [-1.10339, 6.71318, 4.42745], [0.38122, 5.95774, 4.09487], [-1.77951, 1.61236, 2.69133], [-2.39326, 1.17013, 1.34082], [-2.20571, 0.01724, 0.87095], [-2.95960, 2.10372, 0.57394], [-3.23280, -1.64753, -0.00567], [-3.14792, 1.74904, -0.38177], [-3.49204, 3.48022, 0.86069], [-0.75862, 1.18096, 2.59360], [-2.33201, 1.12306, 3.50706], [-1.80203, 2.64075, 2.85469], [-4.57418, 3.63918, 0.83312], [-2.99794, 4.18534, 0.15992], [-3.14828, 3.79206, 1.83313], [-8.35036, 2.60012, -3.49230], [-8.67566, 1.21497, -3.03128], [-8.67729, 0.21143, -4.20220], [-7.20457, -0.07271, -4.54444], [-7.06697, -0.98227, -5.68732], [-5.62289, -1.06425, -6.02078], [-5.43026, -0.47562, -7.37874], [-6.71396, -0.71471, -8.05251], [-7.74822, -0.42426, -6.92897], [-7.69329, -2.29069, -5.39197], [-7.33655, 2.68967, -3.89501], [-8.46590, 3.28327, -2.67927], [-9.22496, 2.82308, -4.14638], [-9.71137, 1.14368, -2.57840], [-7.96476, 0.81945, -2.26779], [-9.23456, 0.53744, -5.09035], [-9.20679, -0.64838, -3.69025], [-6.63624, -0.52261, -3.71157], [-6.77424, 0.85477, -4.88080], [-5.39760, -2.14197, -6.10631], [-5.09431, -0.54804, -5.26017], [-4.54153, -0.91818, -7.89414], [-5.06627, 0.58179, -7.27566], [-6.81724, -1.74962, -8.36463], [-7.02324, -0.03482, -8.82564], [-8.68081, -0.91892, -7.13713], [-8.02067, 0.61637, -6.80183], [-7.56661, -3.02331, -6.24709], [-8.73180, -2.25552, -5.18045], [-7.27559, -2.64822, -4.47301], [1.66213, -6.42711, -1.96222], [2.66991, -5.95099, -0.91305], [2.92660, -6.92342, 0.29978], [4.23802, -6.66052, 0.98420], [4.38371, -7.46986, 2.24477], [5.79082, -7.35091, 2.87144], [5.82691, -8.49233, 3.87954], [4.79724, -9.49692, 3.28487], [4.36450, -8.93058, 1.94934], [3.32041, -7.06316, 3.20368], [0.71702, -6.84372, -1.54069], [2.10411, -7.16487, -2.67167], [1.41479, -5.55415, -2.58055], [2.38032, -5.02989, -0.46186], [3.61494, -5.72813, -1.45607], [2.88507, -7.98317, -0.07490], [2.08063, -6.79909, 0.95858], [4.42397, -5.65114, 1.40361], [5.07997, -6.91134, 0.27376], [5.83844, -6.37214, 3.31840], [6.49905, -7.49384, 2.03945], [5.48811, -8.23787, 4.88091], [6.82011, -9.06268, 3.90925], [3.85344, -9.46613, 3.89174], [5.10369, -10.51595, 3.18929], [3.33081, -9.15828, 1.59801], [5.09530, -9.01534, 1.08541], [3.69460, -7.21788, 4.22201], [2.38421, -7.59856, 3.04821], [3.19052, -6.01542, 3.05279], [-2.31042, -6.38117, 0.33979], [-1.42241, -5.17194, 0.15835], [-1.32195, -3.98857, 1.17350], [-1.27092, -4.35854, 2.69070], [-1.20838, -3.17951, 3.66695], [-1.34016, -3.62927, 5.07826], [-2.90380, -3.76701, 5.21909], [-3.49513, -2.89210, 4.09117], [-2.26378, -2.22310, 3.58192], [0.10937, -2.55769, 3.63030], [-3.36478, -6.25151, 0.49811], [-2.01613, -7.07234, 1.14365], [-2.16259, -6.94654, -0.59234], [-1.74364, -4.66083, -0.79146], [-0.33876, -5.41559, -0.03276], [-2.17099, -3.30566, 1.08849], [-0.35433, -3.47421, 1.01077], [-0.43715, -5.02866, 2.93097], [-2.23055, -4.77848, 3.02249], [-1.03590, -2.81707, 5.64439], [-0.75806, -4.45303, 5.36547], [-3.17210, -3.37114, 6.21982], [-3.17169, -4.83020, 5.24007], [-4.19481, -2.16761, 4.51664], [-4.07173, -3.45215, 3.36220], [-2.15599, -1.32917, 4.18222], [-2.39182, -1.91175, 2.55401], [0.38270, -2.20611, 2.65804], [0.83065, -3.26720, 4.03910], [0.10881, -1.70251, 4.38052], [3.66528, -0.29814, 6.48503], [4.29889, 0.96886, 6.07716], [4.31513, 1.88109, 7.22515], [5.70351, 0.75343, 5.75867], [3.50823, 1.56039, 4.92557], [3.02282, 0.56221, 3.84599], [4.16591, -0.11901, 3.34216], [4.18892, -0.65535, 7.39632], [3.86644, -0.98121, 5.60097], [2.61150, -0.02410, 6.60940], [4.82926, 2.84543, 7.05761], [4.78889, 1.27366, 8.00365], [3.24897, 2.07157, 7.48538], [6.13810, 0.30356, 6.61645], [6.22909, 1.58491, 5.32136], [5.79970, 0.01270, 4.97293], [4.12964, 2.41549, 4.57453], [2.66501, 1.92254, 5.45955], [2.53668, 1.12012, 3.08701], [2.35911, -0.15046, 4.24561], [3.86370, -0.96012, 2.94520], [3.88307, -0.68795, -1.45977], [2.59465, -0.63669, -2.22910], [2.79653, 0.02882, -3.50225], [2.14354, -2.05010, -2.50480], [1.55018, 0.22292, -1.46130], [0.87201, -0.49597, -0.34187], [-0.33264, -1.42937, -0.70735], [4.66195, -1.18941, -2.00791], [3.57548, -1.26083, -0.58804], [4.25190, 0.36338, -1.26993], [3.34995, -0.61933, -4.17285], [3.29608, 1.01902, -3.29571], [1.87237, 0.19375, -4.06238], [3.00029, -2.52980, -2.96822], [1.18778, -2.11555, -3.08080], [2.05497, -2.58669, -1.58322], [0.92252, 0.61576, -2.22406], [2.05784, 1.00113, -0.92768], [0.52479, 0.30246, 0.35648], [1.57573, -1.13470, 0.25574], [-1.10024, -0.92895, -0.43948], [-4.15478, -1.97855, -1.69512], [-5.04832, -1.30240, -1.34277], [-3.63043, -2.39584, -2.68131], [-3.43798, -2.47582, -0.46890], [1.85698, 3.26946, 0.48385], [3.02804, 2.95493, 0.22796], [1.56857, 4.57377, 0.29765], [0.97371, 2.39868, 0.86935], [-0.30563, 0.76936, 5.98229], [0.12214, 1.92813, 5.34896], [0.47423, -0.12710, 5.95082], [-1.35295, 0.79048, 6.51639], [-3.36760, 1.57141, -3.14651], [-3.82451, 2.68560, -3.02263], [-3.07378, 1.10479, -4.31176], [-3.10033, 0.77054, -2.11846], [3.57689, 4.52724, -4.04906], [4.07818, 4.20698, -2.94973], [3.82776, 3.81743, -5.03062], [2.91068, 5.66090, -4.25978], [2.73312, -3.32383, 2.46188], [2.86023, -2.09535, 2.17705], [2.21792, -4.12893, 1.67289], [3.10134, -3.74192, 3.57575]],
  "forces_ev_per_angstrom": [[1.0, 0.4, 1.0], [-1.7, 0.6, -2.8], [0.9, -1.8, 2.2], [0.4, 0.8, 1.2], [-0.8, 0.6, -0.7], [-0.5, 0.4, -1.1], [-1.5, -0.8, -0.3], [0.4, -1.0, 0.1], [-0.4, 0.2, 0.2], [-0.1, 0.4, -0.4], [-0.1, 0.2, 0.0], [1.9, 1.0, -0.8], [0.2, -0.6, 0.9], [-0.7, -1.8, 1.1], [1.7, -1.4, 1.3], [1.2, 0.6, 0.2], [-0.1, 0.3, -1.0], [-1.1, -0.1, 0.4], [0.3, 0.1, 0.1], [-0.1, 1.5, -0.6], [-0.3, 1.8, -1.6], [-0.3, -0.3, 0.1], [-0.8, 0.3, -0.5], [0.3, 0.3, 0.1], [-0.1, -0.7, 0.7], [0.1, -0.8, -0.5], [-1.5, 0.8, -0.9], [-0.3, 0.5, 2.9], [0.8, -1.3, -0.5], [-0.8, 1.2, -0.8], [0.9, -2.0, 0.2], [0.1, -0.2, -1.8], [0.2, -1.3, 0.9], [0.1, -0.4, -0.3], [0.4, 0.1, 0.2], [0.7, 0.4, 0.5], [0.6, 0.0, -0.4], [-0.6, 0.0, -0.4], [0.2, 0.1, 0.5], [-1.4, -0.6, -1.0], [1.5, 1.8, 1.4], [-0.5, -0.5, -0.9], [-0.7, -0.1, 0.3], [0.1, -0.6, -1.1], [-0.1, 1.0, 0.1], [-0.6, -0.5, -1.0], [0.0, 0.5, 0.1], [0.0, -0.4, 0.4], [0.8, 0.0, 0.3], [0.2, 0.6, -0.2], [0.2, 0.1, 0.9], [0.3, -0.1, 0.8], [-0.3, -3.1, -1.2], [0.7, 0.4, 0.0], [-0.3, 0.6, 0.8], [-1.5, 0.6, -1.1], [-0.1, 0.5, 0.3], [0.0, 0.3, 0.9], [1.6, -0.2, -0.3], [-0.5, 0.6, 0.5], [0.3, 0.0, -0.2], [0.3, 1.6, 0.1], [0.2, -0.7, -0.2], [-0.4, -0.5, 0.2], [0.0, 0.0, 0.4], [-1.3, 0.0, -0.1], [-0.7, -1.1, 0.5], [0.1, -1.1, 1.9], [-1.5, -0.1, 0.6], [-1.5, 0.1, -0.9], [0.3, -2.1, -0.7], [3.0, 1.5, -0.5], [-2.2, 0.8, 0.5], [0.6, -0.5, -0.9], [0.8, -1.6, -0.8], [-0.4, 0.2, -0.4], [0.2, 0.6, 0.6], [1.2, 0.4, -0.3], [1.2, 0.4, -0.3], [-0.5, 0.3, -0.3], [0.0, 0.0, 0.5], [0.7, 0.4, -1.3], [-0.3, 0.4, -0.2], [0.5, 0.4, 0.1], [0.2, 0.5, 0.6], [0.7, 0.0, 0.7], [-0.8, -0.1, 0.4], [-1.0, -0.5, -0.3], [0.0, -0.1, -0.2], [0.5, 0.0, -0.8], [-0.3, -0.4, 0.3], [0.6, 0.3, 0.1], [0.2, 1.0, 1.0], [-1.0, 0.7, -0.2], [0.7, -0.6, 0.3], [-0.1, -0.3, -0.3], [1.1, -1.0, 0.1], [-0.6, -0.3, -1.8], [1.4, 0.4, 0.2], [0.8, -0.5, -0.7], [-0.8, 0.1, -0.1], [0.8, -2.1, -0.7], [-1.7, 0.2, 0.3], [-0.1, 0.4, -1.2], [0.6, -0.2, 0.7], [0.7, 0.3, -0.2], [-0.3, 0.3, 0.7], [-0.2, -0.2, 0.1], [-0.4, 0.8, 0.2], [-0.3, -0.3, 0.4], [0.2, 0.9, 0.3], [-0.2, 0.1, 0.4], [-0.5, -0.1, -1.0], [-0.7, 0.1, 0.9], [0.4, 0.4, 0.0], [-0.2, 0.3, 0.4], [0.5, 0.2, 0.0], [-1.2, 1.4, 0.2], [1.0, -0.4, -0.2], [0.4, -0.6, 0.2], [1.0, -0.3, 0.4], [-0.8, -0.5, 1.1], [-0.3, -0.1, -0.3], [0.3, -0.1, -0.1], [-0.4, 0.8, 0.1], [1.0, -1.2, 0.0], [1.0, 1.9, -0.6], [0.4, -0.1, 1.7], [-1.5, -0.3, -0.2], [2.8, -0.8, 0.5], [-3.5, -0.5, -0.7], [0.7, -0.5, 1.5], [-0.8, -0.7, 1.2], [-2.3, 1.3, -2.2], [1.0, 1.5, 1.5], [-0.5, 0.7, -0.2], [0.3, 0.3, -0.1], [-0.4, -0.1, 0.3], [0.3, -0.4, 0.8], [-1.1, -0.4, 0.2], [0.3, -0.1, -0.4], [-0.8, 0.0, -0.5], [-0.2, 0.3, 0.1], [0.4, -0.6, -0.4], [0.7, 1.6, 1.2], [0.7, -1.4, -0.2], [0.0, -0.3, -0.6], [-0.2, 0.3, -0.3], [0.2, 0.0, -0.2], [0.2, -0.2, -0.2], [1.1, 0.0, 0.2], [0.2, 0.4, -0.2], [0.1, 0.1, -0.6], [0.1, 0.0, -0.4], [0.0, -0.9, -1.2], [0.6, -0.8, -0.9], [0.5, 0.7, -1.0], [-1.3, 0.4, 1.1], [0.7, -1.6, -1.7], [0.5, 0.0, -0.1], [2.7, 0.4, 0.5], [0.1, 0.3, 0.1], [-0.7, 0.1, -0.5], [-0.6, 0.4, 1.4], [0.2, -0.8, 0.3], [-0.1, -0.7, -0.2], [-0.1, 0.8, 0.2], [0.8, 0.0, 0.1], [0.8, 0.1, 0.8], [-0.1, 0.8, 0.6], [-0.4, -0.2, -0.1], [-0.6, -0.7, -0.2], [-1.1, 0.7, -0.1], [-0.6, 0.7, -0.8], [-1.1, -0.6, 0.7], [-0.1, 0.1, 0.0], [-0.5, 1.1, 0.4], [-0.8, 0.0, 0.2], [0.7, 1.5, -1.2], [-0.1, 0.1, -0.1], [0.4, -1.7, 0.4], [-2.2, -1.8, 1.0], [3.2, 1.5, -0.1], [0.0, -0.4, -0.4], [0.7, 0.3, 0.5], [-0.7, -1.2, 0.1], [0.7, 0.1, 0.2], [-0.5, -1.1, -0.5], [-0.2, 0.1, 0.6], [-0.2, 0.0, -0.7], [1.0, 0.3, 0.5], [-0.5, 0.0, 0.8], [-0.7, 0.4, -0.3], [0.7, 0.7, -0.3], [0.0, -0.7, -0.6], [-0.6, 0.5, -0.6], [-0.5, 0.5, 0.4], [3.0, -1.7, 3.6], [-1.4, 0.9, -2.0], [-1.5, 0.9, -0.5], [-0.1, -0.1, -1.5], [-0.9, 0.8, -0.3], [-1.1, -0.3, 0.4], [-0.2, -3.2, 1.2], [2.2, 2.9, -1.0], [0.9, 1.6, -0.6], [-0.1, -1.5, 0.3], [1.1, -1.3, -0.3], [-1.8, 0.1, 0.5], [-0.3, 0.4, 6.7], [0.7, -1.9, -1.0], [-0.4, 1.0, -2.1], [-0.8, 2.4, -3.9], [-1.4, 6.3, 4.4], [-1.3, 0.5, -2.5], [0.8, -2.7, -2.3], [2.2, -4.3, 1.2], [0.3, -0.2, 0.7], [-0.3, -0.9, -0.4], [-0.2, 0.5, -0.5], [0.2, 0.4, 0.0]],
  "charge": 4,
  "gap_ev": 7.98,
  "homo_ev": -15.44
}